Run P
Density functional theory data (the ωB97M-V functional and the def2-TZVPD basis) for an isolated ion of composition C6H12NO and charge +1.

Geometry as ORCA input:
```
! RIJCOSX wB97M-V def2-TZVPD def2/J DEFGRID3
* xyz 1 1
C 1.141 1.522 -0.351
C 0.288 0.722 0.247
C -1.167 0.194 2.100
C -1.375 -1.943 -1.200
C 2.578 1.217 -0.416
C -0.817 0.141 0.594
N -1.644 -0.487 -0.465
O 2.495 0.052 -1.116
H 0.943 2.545 -0.129
H -0.162 0.067 2.589
H -1.362 1.178 2.446
H -1.861 -0.561 2.487
H -0.622 -1.960 -1.881
H -1.217 -2.669 -0.349
H -2.345 -2.144 -1.670
H 3.236 1.934 -0.964
H 2.968 1.163 0.632
H -1.809 0.175 -1.237
H -2.633 -0.752 -0.155
H 3.365 -0.393 -1.164
*
```

SMILES	C[NH2+]C(C)=C=CCO

Run Q
Density functional theory data (the ωB97M-V functional and the def2-TZVPD basis) for a 2-piece molecular cluster, C6H12NO overall.

Geometry as ORCA input:
```
! RIJCOSX wB97M-V def2-TZVPD def2/J DEFGRID3
* xyz 1 1
C -0.932 2.782 0.503
C 0.327 0.492 0.660
C -0.256 -0.195 -0.467
C 0.934 0.542 2.025
C 0.109 -1.659 -0.598
C -1.570 0.238 -1.046
N 1.038 0.722 -0.631
O -0.538 3.395 -0.423
H -1.614 2.689 1.366
H 1.859 0.000 2.038
H 0.279 0.220 2.791
H 1.252 1.644 2.129
H -0.699 -2.279 -0.344
H 0.996 -2.032 -0.145
H 0.158 -1.862 -1.658
H -1.584 1.342 -1.151
H -2.318 -0.102 -0.372
H -1.822 -0.053 -2.012
H 0.942 1.591 -1.103
H 1.615 0.013 -1.087
*
```

Run R
Density functional theory data (the ωB97M-V functional and the def2-TZVPD basis) for a 2-piece molecular cluster, C6H12NO overall.

Geometry as ORCA input:
```
! RIJCOSX wB97M-V def2-TZVPD def2/J DEFGRID3
* xyz 1 1
O 2.339 -0.343 -0.122
C 1.647 -1.292 0.063
C 0.257 -1.157 0.541
C -0.316 0.147 0.762
C -1.491 0.282 -0.200
C -2.772 0.090 0.149
C -3.953 0.363 -0.693
N 4.949 1.108 -0.404
H 2.032 -2.314 -0.003
H -0.237 -2.042 0.938
H -0.508 0.374 1.807
H 0.426 0.834 0.367
H -1.249 0.313 -1.254
H -3.033 -0.305 1.124
H -3.788 0.710 -1.701
H -4.513 -0.575 -0.767
H -4.618 1.053 -0.182
H 4.002 0.783 -0.287
H 5.249 1.647 0.393
H 5.573 0.325 -0.528
*
```

run P (0.0300 hartree below the next structure)

Run P
Density functional theory data (the ωB97M-V functional and the def2-TZVPD basis) for a 2-piece molecular cluster, C7H12N2O2 overall.

Geometry as ORCA input:
```
! RIJCOSX wB97M-V def2-TZVPD def2/J DEFGRID3
* xyz 0 1
C -1.443 0.359 1.556
C -1.919 0.232 -0.812
C 0.742 0.891 -1.528
C 1.067 2.011 0.746
C 1.183 -0.418 0.573
C -1.035 0.572 0.236
C 0.483 0.829 -0.026
N -1.751 -0.016 2.602
N -0.518 -3.202 -0.291
O -2.244 -0.673 -1.472
O -1.964 1.482 -0.510
H 0.322 0.144 -2.138
H 1.725 0.773 -1.599
H 0.296 1.788 -1.824
H 1.374 1.804 1.695
H 0.297 2.731 0.783
H 1.757 2.556 0.238
H 2.245 -0.267 0.959
H 1.226 -1.311 -0.127
H 0.695 -0.900 1.341
H -0.906 -4.016 0.164
H -1.173 -2.876 -0.979
H -0.459 -2.490 0.413
*
```

SMILES	CC(C)(C)[C@@]1(C#N)OC1=O.N

Run Q
Density functional theory data (the ωB97M-V functional and the def2-TZVPD basis) for a 2-piece molecular cluster, C7H12N2O2 overall.

Geometry as ORCA input:
```
! RIJCOSX wB97M-V def2-TZVPD def2/J DEFGRID3
* xyz 0 1
O 3.492 3.713 1.853
O 2.010 1.531 2.904
C 3.879 2.364 1.614
C 3.423 1.466 2.746
C 2.079 3.778 2.011
C 1.623 2.880 3.143
H 3.451 2.010 0.656
H 4.981 2.355 1.514
H 3.924 1.762 3.688
H 3.679 0.408 2.547
H 1.578 3.482 1.069
H 1.823 4.836 2.210
H 0.521 2.889 3.243
H 2.051 3.234 4.101
N -1.100 -0.915 -2.818
C -0.360 -0.180 -2.003
C -1.675 -1.871 -2.016
C -1.279 -1.713 -0.706
N -0.439 -0.627 -0.718
H 0.248 0.679 -2.288
H -2.347 -2.627 -2.423
H -1.513 -2.259 0.208
H 0.041 -0.226 0.092
*
```

SMILES	c1c[nH]cn1.C1COCCO1

Run R
Density functional theory data (the ωB97M-V functional and the def2-TZVPD basis) for C7H12N2O2 in the gas phase.

Geometry as ORCA input:
```
! RIJCOSX wB97M-V def2-TZVPD def2/J DEFGRID3
* xyz 0 1
C -0.471 -0.950 -1.280
C 0.207 0.178 -1.453
C -0.355 0.816 0.773
C -1.244 -0.471 1.079
C 2.577 0.359 0.242
C -2.571 -1.940 -0.267
C 1.746 1.642 -0.226
N -1.339 -1.313 -0.111
N 0.412 1.345 -0.620
O -0.744 1.908 1.608
O 0.166 -0.264 1.428
H -0.540 -1.636 -2.037
H 0.738 0.270 -2.379
H -1.989 -0.562 1.893
H 3.627 0.534 0.348
H 2.119 0.040 1.155
H 2.451 -0.435 -0.584
H -3.003 -1.804 0.662
H -3.240 -1.520 -1.001
H -2.464 -3.066 -0.614
H 2.252 1.994 -1.069
H 1.598 2.379 0.639
H 0.071 2.498 1.816
*
```

SMILES	CCN1C=CN(C)[C@H]2O[C@]21O

run Q (0.0695 hartree below the next structure)

Run P
Density functional theory data (the ωB97M-V functional and the def2-TZVPD basis) for a 2-piece molecular cluster, C2H7NO3 overall.

Geometry as ORCA input:
```
! RIJCOSX wB97M-V def2-TZVPD def2/J DEFGRID3
* xyz 0 1
C -1.743 0.612 -1.419
N -0.258 0.364 -1.344
C 0.436 0.311 -0.196
O -0.278 -0.450 0.718
O 1.603 0.675 -0.070
H -2.160 0.768 -0.461
H -2.063 -0.396 -1.884
H -1.773 1.501 -2.095
H 0.308 0.743 -2.138
H 0.333 -0.818 1.314
H 2.298 -1.711 2.298
H 1.750 -0.334 2.727
O 1.546 -1.265 2.551
*
```

SMILES	CNC(=O)O.O

Run Q
Density functional theory data (the ωB97M-V functional and the def2-TZVPD basis) for a 2-piece molecular cluster, C2H7NO3 overall.

Geometry as ORCA input:
```
! RIJCOSX wB97M-V def2-TZVPD def2/J DEFGRID3
* xyz 0 1
N 0.914 1.902 2.287
C -0.068 1.341 1.395
O 0.199 1.714 0.042
H 1.836 1.768 1.878
H 0.765 2.891 2.399
H 0.029 0.254 1.478
H -1.052 1.676 1.719
H -0.624 1.660 -0.456
O -0.316 -0.777 -1.938
C -0.437 -1.577 -1.073
O -0.307 -2.909 -1.231
H -0.719 -1.337 -0.031
H -0.880 -3.392 -0.625
*
```

SMILES	O=CO.NCO

Run R
Density functional theory data (the ωB97M-V functional and the def2-TZVPD basis) for a 2-piece molecular cluster, C2H7NO3 overall.

Geometry as ORCA input:
```
! RIJCOSX wB97M-V def2-TZVPD def2/J DEFGRID3
* xyz 0 1
N 1.440 0.140 1.320
C 1.070 -0.553 0.079
O 0.763 0.306 -1.021
H 0.956 -0.103 2.209
H 2.433 0.213 1.352
H 0.169 -1.083 0.302
H 1.834 -1.288 -0.182
H 1.572 0.807 -1.174
O -1.974 -1.002 -0.647
C -2.449 0.122 -0.714
O -1.794 1.101 0.043
H -3.207 0.457 -1.400
H -0.814 0.884 -0.166
*
```

SMILES	O=CO.NCO

Run S
Density functional theory data (the ωB97M-V functional and the def2-TZVPD basis) for a 2-piece molecular cluster, C2H7NO3 overall.

Geometry as ORCA input:
```
! RIJCOSX wB97M-V def2-TZVPD def2/J DEFGRID3
* xyz 0 1
N -0.675 2.269 -0.662
C 0.026 0.939 -0.380
O -0.247 0.339 0.967
H -0.294 3.228 -0.483
H -1.631 2.239 -1.009
H -0.330 0.328 -1.330
H 1.064 1.179 -0.147
H 0.175 0.949 1.702
O 1.220 -1.551 -0.404
C 0.738 -2.547 0.141
O -0.255 -2.394 1.121
H 0.674 -3.539 -0.430
H -0.463 -1.437 0.913
*
```

SMILES	O=CO.NCO

run P (0.0247 hartree below the next structure)

Run P
Density functional theory data (the ωB97M-V functional and the def2-TZVPD basis) for a 2-piece molecular cluster, C2H7NO3 overall.

Geometry as ORCA input:
```
! RIJCOSX wB97M-V def2-TZVPD def2/J DEFGRID3
* xyz 0 1
N -1.240 1.240 -2.681
C -2.444 1.001 -1.883
O -2.367 -0.275 -1.557
H -0.630 0.364 -2.645
H -1.373 1.677 -3.607
H -2.288 1.621 -0.958
H -3.370 1.318 -2.465
H -3.223 -0.619 -1.929
O 2.920 -0.596 1.376
C 2.289 -0.244 2.308
O 1.499 -1.175 3.024
H 2.221 0.803 2.652
H 1.865 -2.018 2.425
*
```

SMILES	O=CO.NCO

Run Q
Density functional theory data (the ωB97M-V functional and the def2-TZVPD basis) for a 2-piece molecular cluster, C2H7NO3 overall.

Geometry as ORCA input:
```
! RIJCOSX wB97M-V def2-TZVPD def2/J DEFGRID3
* xyz 0 1
O -0.365 1.512 -0.376
C -1.002 1.060 0.542
N -0.739 -0.223 1.039
C -0.453 -1.404 0.259
O 0.794 -2.048 0.670
H -1.713 1.658 1.264
H -1.087 -0.303 1.934
H -1.177 -2.373 0.547
H -0.247 -1.160 -0.698
H 1.604 -1.655 0.903
H 0.734 1.544 -1.914
H 2.115 2.006 -1.879
O 1.537 1.387 -2.289
*
```

SMILES	O=CNCO.O

Run R
Density functional theory data (the ωB97M-V functional and the def2-TZVPD basis) for a 2-piece molecular cluster, C2H7NO3 overall.

Geometry as ORCA input:
```
! RIJCOSX wB97M-V def2-TZVPD def2/J DEFGRID3
* xyz 0 1
O 0.174 0.025 1.566
C -0.700 0.719 1.061
O -1.525 1.643 1.615
C -0.778 0.849 -0.456
N -1.412 -0.327 -0.976
H -1.491 1.762 2.527
H 0.143 0.843 -1.090
H -1.446 1.745 -0.826
H -0.706 -0.803 -1.471
H -2.104 -0.812 -0.489
H 3.781 -2.242 -2.940
H 3.908 -1.739 -1.606
O 3.434 -2.402 -2.044
*
```

SMILES	NCC(=O)O.O

run R (0.0214 hartree below the next structure)

Run P
Density functional theory data (the ωB97M-V functional and the def2-TZVPD basis) for a 8-piece molecular cluster, H16O8 overall.

Geometry as ORCA input:
```
! RIJCOSX wB97M-V def2-TZVPD def2/J DEFGRID3
* xyz 0 1
O 1.507 -20.461 25.832
H 2.280 -20.835 26.233
H 1.659 -19.541 25.652
O 0.403 -23.491 20.379
H 0.942 -24.297 20.632
H 0.787 -22.912 21.069
O 3.574 -21.489 22.714
H 3.347 -20.584 22.654
H 4.536 -21.464 22.560
O 0.817 -22.046 23.633
H 1.058 -21.368 24.175
H 1.469 -22.052 22.987
O 3.668 -22.774 20.369
H 3.329 -22.313 21.142
H 4.222 -22.189 19.919
O -1.909 -21.650 23.159
H -2.301 -21.061 23.800
H -1.043 -21.935 23.503
O -0.969 -19.694 26.288
H -0.870 -18.793 25.951
H -0.076 -20.026 26.161
O 0.296 -20.714 20.946
H -0.468 -21.037 20.445
H -0.032 -20.568 21.806
*
```

SMILES	O.O.O.O.O.O.O.O

Run Q
Density functional theory data (the ωB97M-V functional and the def2-TZVPD basis) for a 8-piece molecular cluster, H16O8 overall.

Geometry as ORCA input:
```
! RIJCOSX wB97M-V def2-TZVPD def2/J DEFGRID3
* xyz 0 1
O -0.924 2.424 3.284
H -1.055 1.845 4.034
H -0.580 1.852 2.597
O 0.298 4.520 -1.464
H 0.015 3.612 -1.349
H -0.241 4.850 -2.183
O 5.837 0.873 -0.774
H 6.678 0.417 -0.744
H 5.346 0.426 -1.464
O 0.311 0.055 0.104
H -0.397 -0.588 0.053
H 1.054 -0.373 -0.321
O -2.814 -3.140 0.802
H -3.752 -3.291 0.922
H -2.396 -3.696 1.460
O -1.578 -2.243 -4.107
H -1.410 -3.185 -4.145
H -1.328 -1.920 -4.972
O -4.965 1.242 0.068
H -4.743 2.164 0.198
H -4.849 0.843 0.931
O 3.619 -1.902 2.358
H 4.325 -2.139 1.757
H 3.551 -2.648 2.954
*
```

SMILES	O.O.O.O.O.O.O.O

Run R
Density functional theory data (the ωB97M-V functional and the def2-TZVPD basis) for a 8-piece molecular cluster, H16O8 overall.

Geometry as ORCA input:
```
! RIJCOSX wB97M-V def2-TZVPD def2/J DEFGRID3
* xyz 0 1
H -0.202 -0.082 0.770
H -1.664 -0.439 0.984
H 2.202 -1.735 -1.050
H 0.760 -1.627 -0.584
H -0.905 1.940 2.648
H -2.042 2.489 1.801
H 1.727 -1.055 -2.583
H 0.756 0.079 -2.868
H 1.249 0.609 2.307
H 1.427 2.117 2.254
H -2.928 1.084 -3.530
H -1.693 0.269 -3.181
H 2.525 0.843 0.753
H 1.975 -0.574 0.779
H -1.664 -2.792 0.572
H -2.622 -1.967 1.416
O -1.032 -0.203 0.295
O 1.433 -2.271 -0.830
O -1.208 2.745 2.211
O 1.589 -0.115 -2.425
O 1.240 1.395 2.864
O -2.206 0.589 -3.933
O 2.593 0.010 1.233
O -2.271 -2.045 0.522
*
```

SMILES	O.O.O.O.O.O.O.O

Run S
Density functional theory data (the ωB97M-V functional and the def2-TZVPD basis) for a 8-piece molecular cluster, H16O8 overall.

Geometry as ORCA input:
```
! RIJCOSX wB97M-V def2-TZVPD def2/J DEFGRID3
* xyz 0 1
O -4.817 1.476 1.622
H -4.049 1.036 1.986
H -5.468 0.781 1.524
O -2.982 -1.246 5.283
H -2.963 -1.269 4.326
H -3.206 -2.140 5.540
O 3.851 0.729 2.342
H 3.355 0.340 1.622
H 4.051 1.616 2.044
O -3.101 -2.354 1.424
H -2.818 -2.629 0.552
H -3.178 -3.169 1.920
O 0.386 -0.230 0.009
H -0.469 -0.507 0.342
H 0.431 -0.599 -0.873
O 1.829 -0.972 -3.775
H 1.903 -0.849 -4.721
H 2.201 -1.840 -3.617
O 4.760 1.983 -2.361
H 4.213 1.234 -2.598
H 5.625 1.767 -2.710
O 0.143 2.665 -3.223
H -0.360 2.184 -3.879
H 0.663 1.995 -2.779
*
```

SMILES	O.O.O.O.O.O.O.O

run P (0.0022 hartree below the next structure)

Run P
Density functional theory data (the ωB97M-V functional and the def2-TZVPD basis) for a 8-piece molecular cluster, H16O8 overall.

Geometry as ORCA input:
```
! RIJCOSX wB97M-V def2-TZVPD def2/J DEFGRID3
* xyz 0 1
O 2.895 1.460 1.531
H 2.813 1.043 0.650
H 3.086 2.321 1.413
O 1.047 -3.088 1.136
H 0.698 -3.736 0.488
H 0.675 -2.140 1.109
O 1.170 -0.458 -1.520
H 0.462 0.031 -2.110
H 1.327 -1.235 -1.807
O -0.503 0.720 -3.161
H -1.095 0.351 -2.356
H -0.112 -0.211 -3.658
O -0.102 -0.644 0.793
H 0.485 -0.411 0.000
H -0.678 -0.035 0.837
O -1.670 1.598 0.610
H -2.455 2.174 0.542
H -2.011 1.034 -0.100
O -2.529 -0.298 -1.300
H -2.589 -0.713 -0.376
H -3.317 -0.559 -1.629
O 0.865 0.926 3.342
H 0.115 0.661 2.823
H 1.432 1.220 2.744
*
```

SMILES	O.O.O.O.O.O.O.O

Run Q
Density functional theory data (the ωB97M-V functional and the def2-TZVPD basis) for a 8-piece molecular cluster, H16O8 overall.

Geometry as ORCA input:
```
! RIJCOSX wB97M-V def2-TZVPD def2/J DEFGRID3
* xyz 0 1
H 0.549 0.777 -0.679
H -0.487 0.799 0.423
H -1.960 -2.230 -5.222
H -1.011 -1.209 -4.479
H -0.071 3.041 4.528
H -0.728 1.703 4.802
H -0.286 0.870 -4.518
H -0.211 0.764 -3.074
H 1.809 0.148 2.791
H 2.132 0.955 4.111
H 3.229 -2.411 -2.354
H 3.444 -3.186 -1.125
H -0.762 -1.534 3.661
H 0.684 -1.310 3.410
H -3.863 1.641 -1.306
H -2.804 0.928 -0.631
O -0.357 0.668 -0.545
O -1.710 -1.268 -5.103
O -0.040 2.333 5.085
O 0.385 0.937 -3.860
O 1.726 1.003 3.302
O 3.124 -3.314 -1.975
O 0.114 -1.695 4.057
O -2.906 1.589 -1.299
*
```

SMILES	O.O.O.O.O.O.O.O

run Q (0.0532 hartree below the next structure)